Record 1
{
  "formula": "C4H6N2O2",
  "method": "ωB97M-V/def2-TZVPD",
  "species": ["C", "C", "C", "C", "H", "H", "H", "H", "H", "H", "N", "N", "O", "O"],
  "xyz": [[-1.4575, -0.4239, -0.0770], [-0.5305, 0.7645, -0.4337], [0.4470, 1.3958, 0.6537], [1.5008, -0.6267, -0.5001], [-3.3012, -0.9294, 0.2340], [-0.9718, 1.5709, -1.0522], [0.4472, 0.8605, 1.6056], [0.6032, 2.4223, 0.6868], [0.8108, -1.3735, -1.1300], [2.9100, -1.8014, 0.0181], [0.8127, 0.6679, -0.4980], [2.5062, -0.8678, 0.2241], [-2.7463, -0.1571, -0.1069], [-1.0306, -1.5021, 0.3755]],
  "forces_ev_per_a": [[2.22, -1.81, 2.35], [-3.46, 1.49, 0.70], [-1.60, -2.91, 0.26], [-2.59, -0.25, -0.41], [1.44, 1.17, -0.60], [-0.09, -0.91, 0.08], [0.11, 0.09, -0.25], [0.22, 1.66, -0.18], [2.14, 1.47, 0.98], [-0.60, 0.70, 0.28], [4.53, -2.45, -0.81], [0.09, -0.21, -0.97], [-1.65, -0.31, -0.11], [-0.75, 2.27, -1.33]],
  "smiles": "[H]/N=C/N1C[C@@H]1C(=O)O",
  "gap_ev": 9.87,
  "homo_energy_ev": -9.31,
  "e_above_lowest_kj_mol": 249.2
}

=====

Record 2
{
  "formula": "C5H7NO",
  "method": "ωB97M-V/def2-TZVPD",
  "species": ["C", "C", "C", "N", "C", "O", "C", "H", "H", "H", "H", "H", "H", "H"],
  "xyz": [[-1.8182, -0.4749, 0.4590], [-0.5960, -0.0071, -0.3343], [-0.5172, 1.4574, -0.4081], [-0.4331, 2.6109, -0.4459], [0.7192, -0.6119, 0.2150], [0.6747, -1.6221, 0.8757], [2.0094, 0.0704, -0.1627], [-1.8060, -0.0544, 1.4680], [-2.7410, -0.1666, -0.0384], [-1.7929, -1.5626, 0.5435], [-0.6722, -0.3704, -1.3702], [2.8461, -0.4547, 0.2998], [1.9990, 1.1188, 0.1516], [2.1283, 0.0674, -1.2529]],
  "forces_ev_per_a": [[-0.07, -0.03, 0.04], [-0.05, -0.02, -0.01], [0.10, 1.03, -0.04], [-0.12, -1.14, 0.04], [0.07, -0.28, 0.15], [0.02, 0.44, -0.26], [0.06, -0.03, 0.04], [0.01, -0.05, -0.14], [0.14, -0.03, 0.07], [-0.02, 0.15, -0.03], [0.04, 0.04, 0.12], [-0.12, 0.06, -0.08], [-0.01, -0.15, -0.03], [-0.05, 0.01, 0.13]],
  "smiles": "CC(=O)[C@@H](C)C#N",
  "gap_ev": 10.89,
  "homo_energy_ev": -10.29,
  "e_above_lowest_kj_mol": 46.1
}

=====

Record 3
{
  "formula": "C38H45BrCl4MnN7O2",
  "method": "ωB97M-V/def2-TZVPD",
  "species": ["Mn", "C", "C", "C", "C", "C", "C", "C", "C", "C", "C", "C", "C", "N", "C", "C", "C", "C", "C", "N", "C", "C", "C", "C", "H", "H", "H", "H", "H", "H", "H", "H", "H", "H", "H", "H", "H", "H", "H", "H", "H", "H", "H", "H", "H", "H", "H", "H", "H", "H", "H", "H", "H", "Cl", "C", "C", "Cl", "C", "Cl", "C", "O", "C", "O", "C", "Cl", "C", "N", "C", "N", "C", "N", "C", "N", "C", "C", "H", "H", "H", "H", "H", "H", "H", "H", "H", "H", "H", "H", "Br", "C", "C", "C", "C", "C", "N", "H", "H", "H", "H"],
  "xyz": [[-0.5935, -0.3224, -0.0945], [1.3733, 3.3218, -2.7834], [0.1142, 2.8882, -2.0294], [-1.1316, 3.1851, -2.8641], [0.0124, 3.5715, -0.6841], [-0.1471, 4.9539, -0.6779], [-0.3046, 5.6685, 0.4949], [-0.3516, 4.9790, 1.6907], [-0.1798, 3.6001, 1.7366], [-0.4292, 2.9134, 3.0701], [-1.8266, 3.2657, 3.5948], [0.6269, 3.2504, 4.1215], [0.0838, 2.8981, 0.5417], [0.3482, 1.5019, 0.6482], [1.3220, 1.2093, 1.4561], [1.5406, -0.1040, 1.9204], [2.4678, -0.5343, 2.8706], [2.2256, -1.8943, 3.0230], [1.1604, -2.2187, 2.1599], [0.7355, -1.1267, 1.4841], [0.5732, -3.6067, 2.0024], [-0.8401, -3.6422, 2.5874], [0.5439, -3.9869, 0.5226], [1.4280, -4.6412, 2.7388], [1.5224, 2.7075, -3.6741], [2.2689, 3.2437, -2.1663], [1.2874, 4.3594, -3.1144], [0.1625, 1.8066, -1.8603], [-2.0188, 2.8337, -2.3472], [-1.0756, 2.6990, -3.8379], [-1.2273, 4.2568, -3.0423], [-0.1636, 5.4808, -1.6237], [-0.4336, 6.7432, 0.4716], [-0.5489, 5.5150, 2.6109], [-0.4344, 1.8323, 2.9190], [-1.8690, 4.2873, 3.9762], [-2.0975, 2.5957, 4.4120], [-2.5755, 3.1642, 2.8094], [0.5940, 4.3146, 4.3662], [1.6383, 3.0245, 3.7829], [0.4439, 2.6906, 5.0391], [1.9973, 1.9888, 1.8179], [3.1905, 0.0791, 3.3829], [2.7364, -2.5702, 3.6859], [-1.4933, -2.9453, 2.0731], [-0.8170, -3.3655, 3.6427], [-1.2548, -4.6525, 2.5085], [0.1599, -3.1639, -0.0804], [-0.0819, -4.8686, 0.3619], [1.5494, -4.2219, 0.1646], [1.4157, -4.4727, 3.8155], [2.4647, -4.6207, 2.4000], [1.0264, -5.6402, 2.5539], [-6.8676, -0.5628, 2.4736], [-5.4324, -0.0318, 1.6585], [-5.3714, 1.2179, 1.0796], [-6.7184, 2.3042, 1.1843], [-4.2136, 1.6156, 0.3921], [-4.1185, 3.1877, -0.3374], [-3.1155, 0.7710, 0.2792], [-2.0197, 1.0415, -0.3709], [-3.1469, -0.4881, 0.9618], [-2.0622, -1.2065, 0.8839], [-4.3181, -0.8821, 1.5906], [-4.3742, -2.4718, 2.2952], [2.2877, 0.1984, -2.1458], [1.8799, -0.9931, -1.3901], [3.0092, -1.3612, -0.5143], [4.2389, -1.6179, -1.2676], [4.5728, -0.4110, -2.0175], [3.5026, -0.0157, -2.9328], [3.2498, -1.1302, -3.8460], [2.8930, -2.3620, -3.1426], [1.6922, -2.0966, -2.3478], [3.9820, -2.6907, -2.2227], [2.4487, 1.0146, -1.4380], [1.4812, 0.4763, -2.8228], [2.7389, -2.2533, 0.0491], [3.1890, -0.5526, 0.1958], [5.4857, -0.5877, -2.5943], [4.7530, 0.4039, -1.3122], [4.1484, -1.3103, -4.4425], [2.4300, -0.8586, -4.5153], [1.4265, -2.9958, -1.7947], [0.8750, -1.8452, -3.0229], [4.8908, -2.8783, -2.8031], [3.7210, -3.5989, -1.6743], [-1.0498, -0.1265, -3.9362], [-2.0749, -1.3582, -2.9217], [-3.2750, -1.7600, -3.4875], [-4.0099, -2.7137, -2.8115], [-3.4943, -3.2460, -1.6407], [-2.2929, -2.7573, -1.1620], [-1.5874, -1.7826, -1.7683], [-3.6045, -1.3293, -4.4200], [-4.9639, -3.0424, -3.2015], [-4.0153, -4.0043, -1.0760], [-1.8880, -3.1401, -0.2408]],
  "forces_ev_per_a": [[0.32, 0.66, 0.81], [0.03, -0.02, -0.03], [0.05, -0.15, 0.04], [0.07, -0.02, -0.01], [0.14, 0.11, 0.00], [-0.04, 0.00, 0.01], [0.00, -0.04, -0.01], [0.07, 0.00, -0.01], [-0.08, 0.10, 0.02], [-0.12, -0.18, 0.00], [-0.01, -0.05, 0.00], [0.02, 0.05, 0.00], [-0.45, -0.04, 0.13], [0.61, -0.37, -0.07], [0.06, -0.07, -0.14], [-0.12, 0.31, -0.09], [-0.05, -0.11, -0.01], [-0.01, 0.11, 0.00], [0.02, 0.01, -0.11], [0.23, -0.46, -0.14], [0.04, 0.04, 0.01], [0.01, -0.08, -0.03], [-0.05, 0.02, -0.08], [-0.04, 0.00, -0.01], [0.01, -0.02, -0.04], [0.02, -0.02, 0.02], [0.00, 0.02, 0.04], [-0.09, 0.17, 0.03], [-0.13, -0.06, 0.05], [0.03, -0.01, -0.04], [-0.03, 0.05, 0.01], [0.00, 0.02, -0.02], [0.01, 0.01, 0.00], [-0.01, 0.02, 0.02], [0.08, 0.08, -0.04], [0.00, 0.06, -0.02], [-0.01, -0.01, 0.04], [-0.03, -0.04, -0.02], [0.01, 0.04, 0.01], [0.01, -0.05, -0.02], [-0.02, -0.02, 0.05], [-0.14, 0.05, 0.10], [0.07, 0.05, 0.03], [0.04, -0.05, 0.05], [-0.09, 0.12, -0.02], [-0.01, 0.02, 0.03], [-0.01, -0.02, 0.00], [-0.02, -0.03, 0.04], [-0.02, -0.03, -0.02], [0.04, 0.00, 0.00], [0.00, 0.02, 0.06], [0.05, 0.00, -0.03], [-0.01, -0.02, -0.01], [-0.04, 0.03, 0.01], [-0.06, -0.01, 0.04], [-0.07, 0.04, 0.00], [-0.05, -0.01, 0.02], [0.10, 0.01, -0.04], [0.08, -0.01, -0.05], [-0.04, -0.09, 0.11], [-0.08, 0.02, -0.75], [-0.09, 0.02, -0.26], [-0.09, 0.03, 0.50], [-0.01, -0.07, 0.03], [0.06, 0.00, -0.01], [-0.08, 0.07, 0.01], [0.03, 0.05, -0.16], [-0.05, 0.00, 0.17], [0.05, -0.02, 0.03], [0.08, 0.05, -0.01], [0.02, 0.04, -0.01], [0.03, -0.01, -0.10], [0.02, -0.05, -0.02], [-0.14, 0.03, -0.04], [0.05, -0.06, -0.04], [0.02, -0.02, -0.03], [0.03, -0.01, 0.00], [0.03, 0.03, 0.01], [-0.01, -0.09, -0.08], [-0.02, 0.01, 0.02], [0.00, 0.00, -0.02], [-0.01, 0.00, 0.00], [0.01, 0.00, -0.01], [0.00, -0.01, -0.02], [0.03, -0.01, 0.03], [-0.02, 0.00, 0.02], [0.00, 0.00, -0.01], [0.00, 0.09, 0.10], [0.05, 0.00, 0.08], [0.03, -0.04, 0.04], [-0.01, -0.04, 0.04], [0.08, 0.08, -0.01], [-0.05, -0.05, -0.06], [-0.24, -0.22, -0.12], [-0.01, 0.01, 0.00], [-0.02, -0.01, 0.00], [-0.04, -0.03, 0.00], [-0.02, 0.07, 0.00]],
  "multiplicity": 2,
  "s_squared": 1.189,
  "gap_ev": [6.25, 6.27],
  "total_charge": -1,
  "homo_energy_ev": [-3.98, -3.99],
  "e_above_lowest_kj_mol": 2.7
}